Entry 1:
{
  "formula": "C29H28BrHfN3O7",
  "method": "ωB97M-V with the def2-TZVPD basis set",
  "fmax_ev_per_a": 3.7,
  "mol_weight_g_mol": 789.0,
  "e_tot_ev": -120686.2826,
  "species": ["Hf", "C", "C", "N", "C", "C", "N", "C", "O", "O", "C", "O", "O", "H", "H", "H", "H", "H", "C", "C", "C", "C", "C", "C", "N", "C", "C", "C", "C", "C", "C", "H", "H", "H", "H", "H", "H", "H", "H", "H", "H", "C", "C", "C", "C", "O", "H", "H", "H", "H", "H", "H", "H", "H", "H", "Br", "C", "C", "C", "C", "C", "C", "C", "O", "O", "H", "H", "H", "H"],
  "positions_angstrom": [[-5.02401, 2.55785, 18.11457], [-7.96725, 1.68739, 21.19701], [-7.73827, 3.02829, 20.58316], [-6.68698, 3.38466, 19.80310], [-6.83417, 4.71357, 19.58929], [-7.92333, 5.18909, 20.21537], [-8.49847, 4.05335, 20.74338], [-8.59253, 6.50585, 20.34783], [-7.98720, 7.52484, 19.74567], [-9.56316, 6.65435, 21.05392], [-5.84382, 5.40691, 18.76827], [-5.73905, 6.62455, 18.65115], [-5.10817, 4.60778, 18.11485], [-7.89075, 0.96368, 20.45060], [-9.06185, 1.68020, 21.58577], [-7.23736, 1.52975, 22.00403], [-9.26349, 4.11328, 21.33188], [-7.07802, 7.29986, 19.47209], [0.17427, 2.12302, 19.32253], [-0.48308, 0.90757, 19.46807], [-1.80948, 0.74584, 19.68593], [-2.58593, 1.89159, 19.76240], [-1.98409, 3.15213, 19.62179], [-0.58744, 3.29381, 19.45228], [-3.98504, 1.79702, 19.76786], [-4.58045, 1.02471, 20.77412], [-4.55844, 1.30471, 22.18167], [-5.13140, 0.38303, 23.07071], [-5.83035, -0.70038, 22.65616], [-5.82846, -0.96560, 21.31378], [-5.20399, -0.13127, 20.39264], [1.21609, 2.20543, 19.01603], [0.16593, 0.00612, 19.33420], [-2.38226, -0.16602, 19.79574], [-2.60824, 4.05549, 19.70096], [-0.24521, 4.31862, 19.27687], [-4.07778, 2.19209, 22.56810], [-5.07225, 0.59960, 24.11930], [-6.35716, -1.38754, 23.35097], [-6.35595, -1.82052, 20.91956], [-5.18074, -0.47070, 19.36619], [-8.33895, 2.96937, 16.09994], [-7.85519, 1.63319, 16.62463], [-8.90425, 1.01764, 17.52628], [-7.50530, 0.71171, 15.45903], [-6.66218, 1.85944, 17.37008], [-9.00309, 2.80284, 15.22041], [-7.45504, 3.60661, 15.83214], [-8.79229, 3.40419, 17.02216], [-9.83112, 0.91252, 17.01697], [-9.19373, 1.78892, 18.27900], [-8.66139, 0.05311, 17.97534], [-8.30004, 0.67677, 14.76653], [-7.15234, -0.26466, 15.82736], [-6.66479, 1.19384, 14.91391], [-1.93299, -1.35262, 16.93193], [-1.05952, 0.21529, 16.33561], [0.22761, 0.02232, 15.84508], [0.98241, 1.08167, 15.42321], [0.49880, 2.36344, 15.56139], [-0.82770, 2.57980, 16.02021], [-1.64924, 1.49304, 16.39324], [-3.02771, 1.76612, 16.72611], [-3.91237, 0.89243, 16.94640], [-3.39528, 3.03115, 16.78984], [0.62548, -1.00286, 15.87181], [1.93648, 0.98217, 14.96967], [1.19437, 3.17857, 15.48626], [-1.32747, 3.55094, 16.07020]],
  "forces_ev_per_angstrom": [[-0.5, -0.6, 0.0], [-2.0, 1.8, 1.4], [2.7, -2.1, -1.4], [-0.4, -1.0, 0.5], [0.6, 0.5, 0.1], [-1.3, 0.0, -0.1], [-0.2, 2.5, 0.3], [0.5, 0.7, 0.6], [-0.9, 0.0, 0.6], [0.0, -0.5, -0.5], [0.1, 1.5, -0.6], [-0.6, -0.2, 0.7], [1.1, -0.9, -0.8], [0.3, -1.4, -1.0], [1.9, -0.2, -0.4], [-0.4, -0.1, -0.3], [-1.9, 0.1, 1.3], [0.6, -0.2, -0.7], [-0.6, 1.4, -0.1], [2.9, -1.9, -0.4], [-1.3, 0.6, 0.6], [0.3, 1.3, -0.4], [0.5, 0.3, 0.5], [-1.3, -0.5, -0.6], [-0.7, 0.8, 0.5], [0.4, 0.2, 1.4], [0.0, -0.8, -1.0], [0.8, 2.2, 0.4], [-0.8, -1.8, 0.2], [-0.5, -0.3, -1.0], [-0.7, -1.3, 0.1], [-0.2, -0.3, 0.3], [-0.7, 0.7, 0.2], [0.7, -0.4, -0.1], [0.2, -0.5, -0.1], [0.4, -0.5, 0.2], [0.1, 0.0, -0.1], [0.1, 0.1, 0.4], [0.5, 0.6, -0.4], [0.0, -0.3, 0.1], [0.0, 0.3, -0.2], [0.4, 0.5, 0.6], [0.9, -0.8, -0.4], [-0.2, 1.0, 1.0], [1.9, 0.6, 0.7], [-0.1, 0.0, 0.1], [0.2, 0.6, 0.9], [-0.9, -0.6, 0.0], [-0.2, 0.4, -1.2], [-0.8, -0.4, -0.9], [0.5, -0.7, 0.1], [0.3, 0.2, 0.0], [-1.1, -0.6, -0.7], [-0.3, 0.2, -0.3], [-0.3, -0.4, 0.3], [0.0, -0.1, -0.1], [-0.2, 0.1, 0.0], [-0.4, -1.4, 0.4], [-0.3, 0.8, 0.0], [-1.6, 0.6, 1.1], [0.3, -0.5, -0.2], [2.0, -0.4, -1.0], [-1.5, 1.0, -0.2], [0.5, 0.8, 0.3], [0.1, -1.4, 0.3], [-0.2, 0.6, -0.3], [0.8, -0.5, 0.0], [-0.1, 0.4, -0.6], [0.6, -0.2, 0.0]],
  "nbo_charge": [2.51, -0.65, 0.44, -0.53, 0.02, -0.02, -0.45, 0.77, -0.66, -0.58, 0.79, -0.62, -0.80, 0.25, 0.22, 0.26, 0.43, 0.51, -0.26, -0.14, -0.28, 0.14, -0.24, -0.20, -0.91, 0.25, -0.26, -0.21, -0.24, -0.20, -0.29, 0.22, 0.21, 0.23, 0.22, 0.22, 0.23, 0.21, 0.22, 0.21, 0.23, -0.62, 0.26, -0.62, -0.62, -0.93, 0.22, 0.22, 0.21, 0.22, 0.20, 0.22, 0.21, 0.22, 0.21, 0.10, 0.00, -0.26, -0.16, -0.23, -0.11, -0.25, 0.78, -0.68, -0.77, 0.24, 0.22, 0.22, 0.25]
}

***

Entry 2:
{
  "formula": "C29H28I2N3O4PS2Ta",
  "method": "ωB97M-V with the def2-TZVPD basis set",
  "fmax_ev_per_a": 0.9,
  "mol_weight_g_mol": 1012.4,
  "e_tot_ev": -91876.9620,
  "total_charge": 3,
  "species": ["Ta", "N", "C", "C", "C", "C", "C", "C", "P", "C", "C", "C", "C", "C", "C", "C", "C", "C", "C", "C", "C", "H", "H", "H", "H", "H", "H", "H", "H", "H", "H", "H", "H", "H", "H", "H", "H", "C", "N", "N", "C", "O", "C", "C", "C", "C", "C", "C", "C", "C", "C", "H", "H", "H", "H", "H", "H", "H", "H", "H", "H", "H", "H", "I", "I", "O", "S", "O", "O", "S"],
  "positions_angstrom": [[-0.38315, -0.00843, -0.37275], [0.07781, 0.24041, 1.81486], [-0.33873, -0.63961, 2.92804], [-0.09013, -0.25692, 4.23504], [-0.52612, -1.08444, 5.25948], [-1.20681, -2.26651, 4.97789], [-1.44013, -2.64213, 3.66668], [-0.98888, -1.82329, 2.63018], [-1.23359, -2.17877, 0.90085], [-2.99022, -2.49581, 0.68840], [-3.46085, -3.63510, 0.03826], [-4.82872, -3.85081, -0.06150], [-5.72001, -2.93830, 0.48093], [-5.25191, -1.80598, 1.14168], [-3.89216, -1.58374, 1.24576], [-0.25663, -3.60016, 0.40373], [0.56561, -4.23797, 1.33126], [1.34561, -5.31541, 0.93167], [1.31233, -5.75013, -0.38514], [0.50377, -5.10561, -1.31649], [-0.27710, -4.02783, -0.93110], [1.09478, 0.36618, 1.86003], [-0.31008, 1.16753, 2.00737], [0.42858, 0.66758, 4.46083], [-0.34081, -0.80121, 6.28680], [-1.55660, -2.89200, 5.78776], [-1.97367, -3.55791, 3.44323], [-2.77874, -4.36577, -0.37243], [-5.19450, -4.73979, -0.55681], [-6.78477, -3.11093, 0.39966], [-5.95059, -1.10921, 1.58448], [-3.53729, -0.71391, 1.78985], [0.60178, -3.90787, 2.36160], [1.97444, -5.81824, 1.65402], [1.91266, -6.59751, -0.68842], [0.47123, -5.45410, -2.34018], [-0.90698, -3.53866, -1.66302], [1.96568, 5.59398, -2.50124], [1.20795, 4.73440, -1.58550], [1.54209, 3.42991, -1.34912], [0.59869, 2.91753, -0.53636], [0.64076, 1.64997, -0.12159], [-0.35071, 3.88418, -0.26787], [0.07001, 5.02534, -0.95073], [-0.56323, 6.36620, -1.04688], [2.80483, 2.86400, -1.74998], [2.82525, 1.86755, -2.71150], [4.05406, 1.35189, -3.10595], [5.22871, 1.84721, -2.55557], [5.18716, 2.85317, -1.59619], [3.96777, 3.36524, -1.18044], [2.62520, 4.97663, -3.10207], [2.54841, 6.31999, -1.93821], [1.25781, 6.10284, -3.15001], [-1.22213, 3.80188, 0.35730], [-1.37523, 6.44687, -0.32952], [-0.97279, 6.52723, -2.04612], [0.15998, 7.15689, -0.84765], [1.90650, 1.53963, -3.17913], [4.09456, 0.58512, -3.86873], [6.18352, 1.46491, -2.89123], [6.10446, 3.24450, -1.17743], [3.92103, 4.14268, -0.42743], [2.13851, -1.45441, -0.93207], [3.83063, -0.04293, 0.56102], [-2.51528, 0.00800, -3.68947], [-1.73078, 0.14841, -2.54004], [-1.26972, -1.17467, -1.80908], [-0.40431, 0.83556, -2.53550], [-2.52883, 1.03264, -0.81821]],
  "forces_ev_per_angstrom": [[0.6, 0.6, 0.1], [-0.4, -0.3, 0.4], [0.1, 0.0, 0.0], [0.0, 0.0, 0.0], [0.0, 0.0, 0.0], [0.0, 0.0, 0.0], [0.0, 0.0, 0.0], [0.1, 0.1, 0.0], [-0.5, -0.1, -0.3], [0.0, -0.1, 0.0], [0.0, 0.0, 0.0], [0.0, 0.0, 0.0], [0.0, 0.0, 0.0], [0.0, 0.0, 0.0], [0.0, 0.0, 0.0], [0.1, 0.0, 0.1], [0.0, 0.0, 0.0], [0.0, 0.0, 0.0], [0.0, 0.0, 0.0], [0.0, 0.0, 0.0], [0.0, 0.1, 0.0], [0.0, 0.2, 0.0], [0.2, 0.1, 0.0], [0.0, 0.0, 0.0], [0.0, 0.0, 0.0], [0.0, 0.0, 0.0], [0.0, 0.0, 0.0], [0.0, 0.0, 0.0], [0.0, 0.0, 0.0], [0.0, 0.0, 0.0], [0.0, 0.0, 0.0], [0.0, 0.0, 0.0], [0.0, 0.0, 0.0], [0.0, 0.0, 0.0], [0.0, 0.0, 0.0], [0.0, 0.0, 0.0], [0.0, 0.0, 0.0], [0.0, 0.0, 0.1], [0.0, 0.0, -0.1], [0.1, -0.1, 0.1], [-0.2, 0.0, -0.4], [-0.1, 0.0, 0.1], [0.1, 0.1, 0.1], [0.0, 0.0, 0.0], [0.0, 0.0, 0.0], [-0.1, 0.0, 0.0], [0.0, 0.1, -0.1], [0.0, 0.0, 0.0], [0.0, 0.0, 0.0], [0.0, 0.0, 0.0], [0.0, -0.1, 0.0], [0.0, 0.0, 0.0], [0.0, 0.0, 0.0], [0.0, 0.0, 0.0], [0.0, 0.0, 0.0], [0.0, 0.0, 0.0], [0.0, 0.0, 0.0], [0.0, 0.0, 0.0], [0.0, 0.0, 0.0], [0.0, 0.0, 0.0], [0.0, 0.0, 0.0], [0.0, 0.0, 0.0], [0.0, 0.0, 0.0], [-0.2, 0.0, 0.0], [-0.1, 0.0, 0.0], [0.0, 0.1, 0.0], [0.4, -0.6, 0.5], [-0.3, 0.4, -0.4], [-0.2, -0.1, 0.1], [0.1, -0.2, 0.0]],
  "nbo_charge": [1.78, -0.87, 0.12, -0.22, -0.13, -0.18, -0.09, -0.44, 1.04, -0.33, -0.20, -0.17, -0.14, -0.19, -0.21, -0.44, -0.13, -0.20, -0.15, -0.18, -0.23, 0.45, 0.44, 0.24, 0.26, 0.26, 0.24, 0.23, 0.25, 0.25, 0.24, 0.21, 0.22, 0.25, 0.25, 0.25, 0.24, -0.43, -0.11, -0.18, 0.52, -0.78, -0.37, 0.30, -0.67, 0.14, -0.25, -0.19, -0.17, -0.19, -0.24, 0.25, 0.24, 0.25, 0.26, 0.26, 0.26, 0.26, 0.24, 0.24, 0.25, 0.25, 0.24, 0.33, 0.18, -0.75, 2.19, -0.94, -0.92, -0.19]
}

***

Entry 3:
{
  "formula": "C29H28N7O5Ru",
  "method": "ωB97M-V with the def2-TZVPD basis set",
  "fmax_ev_per_a": 1.3,
  "mol_weight_g_mol": 655.7,
  "e_tot_ev": -53774.6890,
  "total_charge": 1,
  "species": ["Ru", "C", "N", "C", "C", "C", "C", "C", "C", "N", "C", "C", "C", "C", "C", "C", "N", "C", "C", "C", "C", "C", "N", "H", "H", "H", "H", "H", "H", "H", "H", "H", "H", "H", "H", "H", "H", "H", "H", "H", "H", "C", "C", "N", "C", "C", "N", "C", "O", "O", "C", "O", "O", "H", "H", "H", "H", "H", "O", "N", "C", "C", "C", "C", "C", "H", "H", "H", "H", "H"],
  "positions_angstrom": [[-0.18041, -0.12116, -0.16023], [0.26001, 2.27382, 1.56503], [0.95698, 0.98987, 1.31603], [2.24146, 1.21201, 0.60492], [1.96998, 1.67150, -0.79669], [2.77706, 2.56228, -1.47936], [2.44580, 2.91936, -2.77634], [1.29729, 2.38586, -3.33910], [0.53131, 1.51148, -2.59386], [0.86443, 1.14645, -1.34939], [1.22454, 0.24582, 2.56295], [-0.02243, -0.31934, 3.20035], [0.03162, -0.92916, 4.44687], [-1.12559, -1.49710, 4.94859], [-2.29101, -1.43219, 4.19722], [-2.24512, -0.79499, 2.97235], [-1.13376, -0.24381, 2.48638], [-1.16961, 2.31781, 1.09100], [-2.01234, 3.30934, 1.56823], [-3.32623, 3.35393, 1.13940], [-3.76083, 2.38825, 0.24554], [-2.86002, 1.43448, -0.18266], [-1.58137, 1.39864, 0.20944], [0.81102, 3.07508, 1.06662], [0.27593, 2.50657, 2.63228], [2.75061, 0.24914, 0.55486], [2.87717, 1.92405, 1.13958], [3.65441, 2.96703, -0.99291], [3.06649, 3.60824, -3.33279], [0.99081, 2.64042, -4.34373], [-0.37290, 1.07226, -2.99008], [1.75769, 0.88806, 3.27428], [1.88768, -0.58115, 2.30266], [0.95936, -0.95976, 5.00462], [-1.12056, -1.98527, 5.91430], [-3.21355, -1.86884, 4.55355], [-3.12762, -0.72156, 2.34750], [-1.63661, 4.02764, 2.28533], [-4.00008, 4.11645, 1.50580], [-4.78064, 2.36207, -0.11063], [-3.16241, 0.64654, -0.85884], [-3.05520, -0.71903, -2.92778], [-1.80821, -1.50852, -2.72454], [-0.79658, -1.23120, -1.92293], [0.13474, -2.23662, -2.11126], [-0.31159, -3.10177, -3.06267], [-1.54134, -2.62749, -3.42885], [0.16226, -4.39066, -3.63722], [1.37700, -4.76435, -3.32645], [-0.59231, -5.01708, -4.34507], [1.36980, -2.30785, -1.27904], [2.20759, -3.18886, -1.51035], [1.42880, -1.45271, -0.33837], [-2.85716, 0.34701, -2.81850], [-3.82821, -1.00533, -2.21275], [-3.44633, -0.88717, -3.92990], [-2.11067, -3.07738, -4.13164], [1.82269, -4.09085, -2.71566], [-1.08137, -2.37947, 0.88297], [-0.87935, -3.60778, 0.50158], [0.26558, -4.24074, 0.82683], [0.49977, -5.53455, 0.41299], [-0.44856, -6.20287, -0.34219], [-1.62894, -5.54304, -0.65262], [-1.82292, -4.25102, -0.22061], [0.96177, -3.63713, 1.38784], [1.44099, -5.99724, 0.67254], [-0.27080, -7.20984, -0.69125], [-2.39921, -6.01812, -1.24347], [-2.70444, -3.65987, -0.41671]],
  "forces_ev_per_angstrom": [[0.8, 0.5, -0.8], [0.0, 0.0, 0.1], [-0.3, -0.4, -0.1], [0.0, 0.0, 0.0], [0.0, 0.0, 0.1], [0.1, 0.0, 0.0], [0.0, 0.0, 0.0], [0.0, 0.0, 0.0], [0.0, 0.0, 0.0], [-0.3, 0.0, 0.1], [0.0, 0.0, 0.0], [0.0, 0.1, -0.1], [0.0, 0.0, 0.0], [0.0, 0.0, 0.0], [0.0, 0.0, 0.0], [0.1, 0.0, 0.1], [-0.2, 0.0, 0.1], [0.0, 0.1, 0.0], [0.0, 0.0, 0.0], [0.0, 0.0, 0.0], [0.0, 0.0, 0.0], [0.0, -0.1, -0.1], [-0.1, -0.3, 0.1], [0.0, 0.0, 0.0], [0.0, 0.0, 0.0], [0.0, 0.0, 0.0], [0.0, 0.0, 0.0], [0.0, 0.0, 0.0], [0.0, 0.0, 0.0], [0.0, 0.0, 0.0], [0.0, 0.0, 0.0], [0.0, 0.0, 0.0], [0.0, 0.0, 0.0], [0.0, 0.0, 0.0], [0.0, 0.0, 0.0], [0.0, 0.0, 0.0], [0.0, 0.0, 0.0], [0.0, 0.0, 0.0], [0.0, 0.0, 0.0], [0.0, 0.0, 0.0], [0.0, 0.1, 0.2], [0.1, 0.0, 0.0], [0.0, 0.2, -0.2], [-0.1, -0.4, 0.7], [0.2, 0.1, -0.1], [-0.2, -0.1, 0.1], [0.1, 0.0, 0.0], [0.0, 0.0, -0.1], [0.0, 0.0, -0.2], [0.0, 0.0, 0.0], [-0.1, 0.0, 0.1], [0.1, 0.3, 0.0], [0.0, -0.1, 0.0], [0.0, -0.1, -0.1], [0.0, 0.0, 0.0], [0.0, 0.0, 0.0], [0.0, 0.0, 0.0], [-0.1, -0.2, 0.3], [-0.2, 0.2, 0.1], [0.0, 0.1, -0.1], [0.0, 0.0, 0.0], [0.0, 0.0, 0.0], [0.0, 0.0, 0.0], [0.0, 0.0, 0.0], [0.0, 0.0, 0.0], [0.0, 0.0, 0.0], [0.0, 0.0, 0.0], [0.0, 0.0, 0.0], [0.0, 0.0, 0.0], [0.0, 0.0, 0.0]],
  "nbo_charge": [0.77, -0.27, -0.37, -0.27, 0.21, -0.23, -0.14, -0.24, 0.06, -0.35, -0.25, 0.21, -0.25, -0.14, -0.26, 0.09, -0.48, 0.25, -0.24, -0.14, -0.24, 0.06, -0.39, 0.23, 0.23, 0.27, 0.21, 0.24, 0.24, 0.24, 0.21, 0.20, 0.24, 0.22, 0.23, 0.23, 0.20, 0.23, 0.24, 0.24, 0.21, -0.66, 0.40, -0.45, -0.01, 0.02, -0.48, 0.77, -0.66, -0.60, 0.79, -0.67, -0.70, 0.24, 0.24, 0.24, 0.45, 0.51, -0.62, 0.08, 0.00, -0.19, -0.18, -0.22, 0.00, 0.24, 0.24, 0.24, 0.24, 0.23]
}